1.
Formula: C2H7FN
Source: the Open Molecules 2025 dataset
Level of theory: ωB97M-V/def2-TZVPD

Summary:
Total charge ... +1
ΔE to the lowest compared entry with this formula, charge and spin ... 3.169 eV
Gap between HOMO and LUMO (alpha / beta) ... 6.60 / 11.02 eV

```
11
Properties=species:S:1:pos:R:3:forces:R:3:mulliken_charge:R:1
C -0.0407 0.8875 0.8903 -0.41 -0.03 0.37 -0.614
C -0.8819 -2.0918 -0.4082 -0.54 0.11 1.10 -0.442
N 0.8178 1.3089 -0.2038 0.16 -0.05 -0.27 -0.280
F 0.0585 -1.6295 -1.2008 0.93 0.40 -0.92 -0.207
H -1.0517 1.2438 0.8673 -0.19 0.04 -0.20 0.361
H 0.4315 0.6780 1.8294 0.27 -0.14 0.07 0.345
H -1.8920 -1.9080 -0.7188 -0.19 -0.08 -0.09 0.359
H -0.5459 -2.7187 0.4007 -0.05 -0.11 -0.04 0.353
H 1.7062 0.7898 -0.1746 -0.20 0.15 -0.18 0.378
H 1.0386 2.3198 -0.1731 -0.03 -0.27 -0.01 0.374
H 0.3595 1.1204 -1.1084 0.24 -0.02 0.17 0.373
```
Positions in Å, forces in eV/Å.

---

2.
Formula: C35H38Cl3FeGe2N3O4PSSe
Source: the Open Molecules 2025 dataset
Level of theory: ωB97M-V/def2-TZVPD

Summary:
2S+1 ... 2
ΔE to the lowest compared entry with this formula, charge and spin ... 1.158 eV
Gap between HOMO and LUMO (alpha / beta) ... 6.95 / 7.86 eV
Expectation value of S² ... 0.92

```
89
Properties=species:S:1:pos:R:3:forces:R:3:mulliken_charge:R:1
Fe 0.0514 -0.4806 0.5080 -0.82 -0.66 0.70 1.172
O -0.8361 1.4741 0.5393 0.18 0.01 -0.19 -0.907
N -1.5307 1.0919 -0.5351 0.09 0.07 0.00 0.948
C -2.4509 1.8699 -1.1149 -0.06 0.04 -0.01 -0.519
C -3.1079 1.3865 -2.2271 0.02 0.02 0.02 -1.079
C -2.7851 0.1254 -2.7135 0.04 -0.02 0.00 -0.425
C -1.8237 -0.6416 -2.0684 -0.07 0.02 -0.08 -0.807
C -1.1986 -0.1503 -0.9354 0.18 -0.09 0.15 1.312
S 1.4522 -1.5829 -0.9109 0.20 0.24 -0.34 -0.902
H -2.6073 2.8346 -0.6559 -0.01 0.01 -0.01 0.613
H -3.8603 1.9984 -2.7016 -0.01 0.01 -0.01 0.504
H -3.2856 -0.2598 -3.5917 -0.01 0.00 -0.01 0.559
H -1.5585 -1.6264 -2.4268 0.01 0.00 0.00 0.307
O 1.6505 3.0468 0.3733 0.10 -0.10 -0.04 -0.696
C 1.7081 2.3207 -0.5893 -0.15 0.23 -0.18 0.117
O 1.6849 0.9955 -0.5566 0.23 0.02 0.05 0.459
C 1.8658 2.7870 -1.9921 0.10 -0.05 0.02 -0.170
C 1.9858 4.1194 -2.3605 0.00 0.00 0.00 -0.557
C 2.2883 4.4163 -3.6775 -0.01 -0.03 -0.01 -0.727
C 2.4965 3.3857 -4.5936 0.00 0.02 0.04 -0.806
C 2.3736 2.0590 -4.2113 0.04 0.12 -0.04 -0.255
C 2.0266 1.7584 -2.8971 0.00 -0.01 -0.08 -0.099
P 2.0524 0.0352 -2.1965 -0.31 0.07 0.22 2.030
C 3.8620 -0.1600 -2.1831 0.03 0.02 0.23 0.767
C 4.5441 0.2418 -1.0328 -0.04 -0.13 0.03 -0.265
C 5.9241 0.1608 -0.9800 0.03 0.00 -0.03 -0.878
C 6.6382 -0.3245 -2.0676 0.03 0.02 0.05 -0.577
C 5.9656 -0.7253 -3.2084 -0.05 -0.01 -0.06 -0.865
C 4.5800 -0.6430 -3.2711 0.00 0.14 0.02 -0.506
C 1.3853 -0.7787 -3.7228 0.14 -0.18 0.03 0.502
C 1.6748 -2.1204 -3.9892 0.03 -0.02 -0.01 -0.417
C 1.0713 -2.7814 -5.0440 0.01 0.01 -0.01 -0.925
C 0.1367 -2.1241 -5.8359 0.00 0.01 0.02 -0.605
C -0.1799 -0.8041 -5.5642 -0.04 -0.02 -0.03 -0.928
C 0.4436 -0.1363 -4.5176 -0.14 0.01 0.01 -0.584
H 1.8598 4.8887 -1.6107 0.00 0.01 0.00 0.534
H 2.3863 5.4458 -3.9954 0.00 0.01 0.00 0.416
H 2.7623 3.6228 -5.6154 0.01 0.00 -0.02 0.451
H 2.5477 1.2713 -4.9327 0.03 0.06 0.01 0.484
H 3.9903 0.5891 -0.1703 0.00 -0.01 -0.01 0.168
H 6.4445 0.4718 -0.0839 0.00 0.01 0.02 0.461
H 7.7174 -0.3885 -2.0233 0.01 -0.01 0.00 0.384
H 6.5165 -1.1017 -4.0602 0.00 -0.01 -0.01 0.427
H 4.0731 -0.9356 -4.1779 -0.08 -0.07 -0.07 0.358
H 2.3559 -2.6650 -3.3470 0.03 0.03 -0.02 0.456
H 1.3166 -3.8174 -5.2371 0.00 -0.01 0.00 0.444
H -0.3495 -2.6463 -6.6494 0.00 0.00 -0.02 0.419
H -0.9180 -0.2849 -6.1624 -0.01 -0.01 -0.01 0.462
H 0.1721 0.8938 -4.3202 -0.04 -0.10 0.00 0.489
Cl -1.4260 -3.7931 -0.6841 0.07 -0.06 0.13 -0.374
Ge -0.2775 -2.8650 0.9380 0.01 0.11 -0.20 0.925
Cl 1.4730 -4.1345 1.2584 -0.02 0.00 -0.02 -0.322
Cl -1.4857 -3.5857 2.6439 0.04 0.05 -0.02 -0.394
N -6.3487 -1.5209 2.3484 -0.05 0.00 0.06 -0.410
C -5.4348 -0.8805 1.5686 0.05 -0.02 0.02 0.087
O -5.6756 -0.4890 0.4468 -0.01 0.01 -0.07 -0.609
C -4.0959 -0.6627 2.2052 0.03 0.00 0.00 -0.098
C -3.9299 -0.3313 3.5404 0.01 -0.02 -0.01 -0.614
C -2.6463 -0.1243 4.0190 -0.02 -0.01 -0.03 -0.755
C -1.5844 -0.2702 3.1487 -0.01 0.02 0.10 -0.813
N -1.7392 -0.5928 1.8649 0.27 0.22 -0.24 0.498
C -2.9707 -0.7787 1.4019 -0.08 -0.07 0.05 -0.256
H -7.2237 -1.7640 1.9139 0.01 -0.01 0.00 0.247
H -6.0466 -2.0671 3.1363 -0.01 0.00 -0.02 0.219
H -4.7882 -0.2212 4.1909 -0.01 0.01 0.01 0.529
H -2.4671 0.1464 5.0496 0.01 0.00 0.02 0.499
H -0.5643 -0.1377 3.4813 0.01 0.01 0.00 0.039
H -3.0783 -1.0586 0.3621 -0.02 0.01 -0.01 0.611
C 3.1475 -2.1227 6.6264 -0.04 0.02 -0.05 -1.291
Ge 1.6594 -1.4220 5.5587 0.00 0.03 -0.01 0.662
C 1.0932 0.2844 6.3530 0.04 -0.06 -0.06 -1.176
C 0.1602 -2.6628 5.6645 0.05 0.01 -0.05 -0.909
C 2.4745 -1.2850 3.7511 -0.01 -0.04 0.03 -1.058
Se 1.9144 -0.1970 2.2270 0.15 0.15 0.02 0.127
C 1.5806 1.5041 3.1006 -0.01 0.02 -0.02 -0.963
H 2.8341 -2.2997 7.6549 -0.02 0.00 0.03 0.367
H 3.9819 -1.4213 6.6383 0.01 0.02 0.00 0.376
H 3.5011 -3.0664 6.2109 0.00 -0.02 -0.01 0.376
H 0.7664 0.0931 7.3759 0.03 -0.03 0.03 0.397
H 0.2562 0.7359 5.8221 -0.04 0.00 0.00 0.303
H 1.9107 1.0040 6.3855 0.00 0.03 -0.03 0.357
H -0.0975 -2.8129 6.7138 0.01 0.01 0.02 0.366
H 0.4138 -3.6269 5.2265 0.00 -0.02 -0.02 0.355
H -0.7154 -2.2843 5.1433 -0.07 0.01 -0.04 0.172
H 2.5503 -2.2938 3.3373 -0.06 -0.01 0.04 0.370
H 3.5012 -0.9522 3.9220 -0.02 -0.04 0.02 0.460
H 0.9582 1.3830 3.9803 0.00 0.00 -0.03 0.227
H 1.0893 2.1223 2.3531 0.02 0.02 0.02 0.252
H 2.5340 1.9545 3.3697 -0.03 -0.03 0.03 0.477
```
Positions in Å, forces in eV/Å.

---

3.
Formula: C8H11BBr2
Source: the Open Molecules 2025 dataset
Level of theory: ωB97M-V/def2-TZVPD

Summary:
ΔE to the lowest compared entry with this formula, charge and spin ... 0.871 eV
Gap between HOMO and LUMO ... 7.25 eV

```
22
Properties=species:S:1:pos:R:3:forces:R:3:mulliken_charge:R:1
B -0.0487 0.4770 -0.2831 -1.50 -2.32 0.44 0.154
C -1.4085 1.0272 -0.7738 0.36 -0.52 -0.08 -0.269
C -1.3648 2.1554 -1.5558 -0.47 -0.90 1.83 -0.308
C -0.0869 2.6980 -1.9799 -0.70 3.07 0.01 -0.194
C 1.0957 2.2726 -1.5457 1.48 0.03 -0.91 -0.438
C 1.2739 1.1443 -0.6205 1.40 -2.44 -0.91 -0.444
C 0.8849 -2.8454 0.8042 2.04 3.43 1.04 -1.080
C -0.7625 -1.3952 2.2205 -2.37 -0.19 0.54 -0.487
C -0.2051 -1.8226 0.9321 -1.63 1.18 -2.95 -0.085
Br 0.4803 -0.1899 2.9818 0.58 0.98 0.76 -0.163
Br -1.7857 -2.6343 -0.1932 0.59 0.47 0.73 -0.288
H -2.4027 0.5966 -0.5803 0.64 0.18 0.24 0.350
H -2.3653 2.6287 -1.6331 1.03 0.11 -0.92 0.295
H -0.0449 3.7521 -2.4086 -0.38 -1.78 -0.25 0.247
H 1.9816 2.6999 -2.0649 -0.51 -0.04 0.94 0.301
H 1.8495 1.2788 0.2832 0.14 0.87 0.58 0.404
H 2.0339 0.3578 -1.0470 -1.45 1.03 0.25 0.316
H 1.8002 -2.2627 1.3062 -1.39 -1.58 -1.33 0.241
H 0.9935 -3.0198 -0.2412 0.75 0.08 -0.76 0.354
H 0.8096 -3.8033 1.2399 -0.68 -0.98 1.08 0.363
H -0.9154 -2.1625 2.9676 0.41 -0.65 0.17 0.390
H -1.8127 -0.9527 2.1916 1.66 -0.03 -0.48 0.341
```
Positions in Å, forces in eV/Å.

---

4.
Formula: C5H6N2
Source: the Open Molecules 2025 dataset
Level of theory: ωB97M-V/def2-TZVPD

Summary:
ΔE to the lowest compared entry with this formula, charge and spin ... 3.445 eV
Gap between HOMO and LUMO ... 10.92 eV
SMILES string ... N#C[C@H]1[C@H]2CCN21

```
13
Properties=species:S:1:pos:R:3:forces:R:3:mulliken_charge:R:1
N 1.9587 -0.1163 1.8450 -0.24 0.37 -1.06 -0.451
C 1.5713 0.1375 0.7843 0.58 -0.01 0.70 0.091
C 1.0931 0.3751 -0.5765 0.37 -0.09 -0.16 0.046
C -0.0660 -0.4610 -1.0212 0.01 -0.20 -0.26 0.060
C -0.6997 -0.9194 0.2768 -0.41 0.59 0.08 -0.804
C -0.9563 0.7816 0.4148 -0.13 -0.56 0.28 -0.320
N -0.2211 0.9780 -0.8322 0.01 0.23 -0.06 -0.460
H 1.8728 0.6957 -1.2530 -0.10 -0.13 -0.16 0.360
H -0.1277 -0.9161 -2.0040 0.16 -0.03 0.13 0.385
H -1.6945 -1.3520 0.3192 -0.08 0.02 -0.66 0.285
H -0.0243 -1.6987 0.7032 -0.45 1.20 0.81 0.251
H -2.0302 0.8884 0.2402 0.18 -0.12 -0.11 0.284
H -0.6761 1.6073 1.1033 0.11 -1.28 0.47 0.274
```
Positions in Å, forces in eV/Å.

---

5.
Formula: C4H16O4
Source: the Open Molecules 2025 dataset
Level of theory: ωB97M-V/def2-TZVPD

Summary:
ΔE to the lowest compared entry with this formula, charge and spin ... 0.146 eV
Gap between HOMO and LUMO ... 9.92 eV
SMILES string ... C=C(C)C.O.O.O.O

```
24
Properties=species:S:1:pos:R:3:forces:R:3:mulliken_charge:R:1
C -0.2860 2.2598 -1.4913 -0.33 0.54 0.26 -1.173
C -1.2355 1.3948 -1.1399 0.99 -0.41 -0.18 1.051
C -2.4396 1.6782 -0.3089 -0.30 -0.41 -0.33 -1.203
C -1.0252 -0.0579 -1.5164 -0.42 0.40 0.41 -1.095
H 0.6286 1.9032 -1.9399 0.02 0.02 -0.30 0.336
H -0.3602 3.3335 -1.3249 -0.05 -0.17 0.13 0.316
H -2.3286 1.1289 0.6312 -0.03 0.14 0.06 0.249
H -2.6151 2.7291 -0.1083 0.06 0.14 0.00 0.359
H -3.3208 1.2429 -0.7976 0.00 0.19 0.11 0.309
H -0.0084 -0.2252 -1.8628 -0.09 -0.09 -0.13 0.242
H -1.2246 -0.7012 -0.6614 0.06 -0.14 0.11 0.220
H -1.7573 -0.3270 -2.2783 0.10 -0.13 -0.18 0.394
O 1.0056 -2.8751 0.4630 0.32 0.16 -0.55 -0.680
H 1.1745 -3.7039 0.9136 -0.35 0.06 0.25 0.270
H 0.3249 -2.3447 0.9287 0.14 -0.53 0.40 0.412
O 0.9281 0.9007 1.1949 0.35 0.10 0.03 -0.699
H 1.6586 0.5711 0.6395 -0.15 -0.22 -0.02 0.378
H 0.7364 1.7728 0.8328 -0.23 -0.08 -0.02 0.314
O -0.4924 -1.3091 2.1021 0.12 0.35 0.19 -0.693
H -0.0778 -1.3766 2.9744 -0.19 -0.07 -0.22 0.318
H -0.1458 -0.4556 1.7618 -0.03 -0.02 0.01 0.398
O 2.7121 -0.8478 -0.2432 0.14 -0.05 0.10 -0.699
H 2.4325 -1.5060 0.4160 -0.10 0.00 -0.16 0.384
H 2.5313 -1.3327 -1.0579 -0.01 0.22 0.01 0.293
```
Positions in Å, forces in eV/Å.

---

| no. | total energy (a.u.) |
| --- | --- |
| 1 | -234.60292 |
| 2 | -11760.94716 |
| 3 | -5484.14553 |
| 4 | -303.50946 |
| 5 | -462.95658 |